[1]
The following is a quantum chemistry calculation of a molecular structure, C19H27GeIrN6Se, from the Open Molecules 2025 dataset.

Results
- Largest force on an atom: 3.7 eV Å⁻¹
- Highest occupied orbital energy (alpha / beta): -13.905 / -13.907 eV
- LUMO level (alpha / beta): -0.281 / -0.281 Ha
- Energy relative to the best compared isomer or geometry (same formula, charge and spin): 1.682 eV
- Charge: +2
- Multiplicity: 1

Cartesian coordinates (Å):
Ir -0.165 -0.937 -0.553
N 0.672 2.121 -1.084
C -0.430 1.790 -1.750
N -0.982 2.681 -2.547
C -2.107 2.319 -3.166
N -2.674 3.170 -3.996
N -2.734 1.108 -3.003
C -2.129 0.284 -2.221
N -0.970 0.540 -1.544
C -2.677 -1.067 -2.016
C -3.814 -1.532 -2.632
C -4.188 -2.851 -2.405
C -3.420 -3.644 -1.567
C -2.296 -3.100 -0.972
N -1.941 -1.830 -1.194
H 1.093 3.017 -1.273
H 1.134 1.465 -0.478
H -2.257 4.074 -4.150
H -3.517 2.914 -4.483
H -4.372 -0.872 -3.280
H -5.069 -3.256 -2.885
H -3.682 -4.673 -1.369
H -1.676 -3.671 -0.294
C 2.107 2.390 2.742
Ge 0.418 2.050 3.640
C -1.088 2.745 2.635
C 0.428 2.514 5.513
C 0.144 0.073 3.635
Se 0.431 -0.825 1.932
C 2.339 -1.204 2.086
H 2.292 3.464 2.702
H 2.091 2.014 1.717
H 2.939 1.934 3.280
H -1.039 3.833 2.581
H -2.026 2.475 3.120
H -1.087 2.354 1.615
H 0.552 3.592 5.621
H 1.253 2.023 6.029
H -0.511 2.231 5.988
H -0.882 -0.145 3.931
H 0.825 -0.434 4.320
H 2.832 -0.331 2.502
H 2.726 -1.426 1.097
H 2.463 -2.061 2.742
C 3.796 -2.787 -2.258
C 2.759 -3.591 -1.812
C 1.578 -3.017 -1.342
C 1.485 -1.637 -1.315
C 2.500 -0.812 -1.768
C 3.669 -1.403 -2.238
H 4.704 -3.239 -2.632
H 2.852 -4.669 -1.835
H 0.769 -3.656 -1.001
H 2.408 0.267 -1.769
H 4.475 -0.776 -2.596

***

[2]
The following is a quantum chemistry calculation of C3H7FO in the gas phase, from the Open Molecules 2025 dataset.

Results
- Largest force on an atom: 3.9 eV Å⁻¹
- SMILES: COCCF
- Highest occupied orbital energy: -10.143 eV
- LUMO level: 0.038 Ha
- Energy relative to the best compared isomer or geometry (same formula, charge and spin): 1.322 eV
- Multiplicity: 1

Cartesian coordinates (Å):
C -2.091 0.488 0.201
O -1.243 -0.529 -0.464
C -0.023 -0.586 0.265
C 1.071 0.428 -0.256
F 2.348 0.049 0.159
H -2.251 0.180 1.263
H -3.030 0.587 -0.330
H -1.551 1.438 0.124
H -0.091 -0.651 1.405
H 0.098 -1.566 -0.088
H 0.741 1.445 0.031
H 1.158 0.371 -1.390

***

[3]
The following is a quantum chemistry calculation of 2 unconnected molecules or ions with the total composition C9H15N3, from the Open Molecules 2025 dataset.

Results
- Largest force on an atom: 4.2 eV Å⁻¹
- Highest occupied orbital energy (alpha / beta): -15.712 / -15.611 eV
- LUMO level (alpha / beta): -0.291 / -0.325 Ha
- Energy relative to the best compared isomer or geometry (same formula, charge and spin): 6.037 eV
- Charge: +2
- Multiplicity: 1

Cartesian coordinates (Å):
C -2.845 -1.895 0.061
C -3.195 -0.727 0.698
C -1.727 -1.985 -0.772
C -2.499 0.432 0.546
C -0.942 -0.863 -0.860
C -1.367 0.364 -0.243
C 1.609 -0.281 0.903
C 1.353 1.155 0.924
C 1.998 -2.000 -0.732
N 2.150 -0.813 -0.379
N -0.416 1.264 -0.633
N -0.901 2.664 -0.518
H -3.418 -2.859 0.206
H -3.960 -0.754 1.501
H -1.336 -2.840 -1.258
H -2.862 1.356 0.890
H -0.214 -0.831 -1.554
H 2.377 -0.421 1.658
H 0.691 -0.819 1.016
H 0.831 1.584 1.779
H 2.156 1.764 0.459
H 2.326 -2.211 -1.788
H 1.586 -2.818 -0.067
H 2.356 -0.047 -1.070
H -1.903 2.702 -0.661
H -0.361 3.225 -1.207
H -0.732 3.041 0.499

***

[4]
The following is a quantum chemistry calculation of 2 unconnected molecules or ions with the total composition C7H14N4O, from the Open Molecules 2025 dataset.

Results
- Largest force on an atom: 4.5 eV Å⁻¹
- SMILES: [H]/N=c1/cn[nH]o1.C=NC(C)(C)C
- Highest occupied orbital energy: -8.494 eV
- LUMO level: 0.027 Ha
- Energy relative to the best compared isomer or geometry (same formula, charge and spin): 5.372 eV
- Multiplicity: 1

Cartesian coordinates (Å):
H -1.518 2.027 4.877
N -1.984 1.269 4.365
C -1.260 0.830 3.421
C -1.353 -0.419 2.655
N -0.250 -0.607 1.963
N 0.507 0.384 2.123
O -0.146 1.376 2.954
H -2.172 -1.096 2.693
H 1.000 0.969 1.436
C 0.441 1.905 -1.087
N 0.566 0.733 -0.689
C 0.421 -0.442 -1.514
C -0.793 -1.314 -0.986
C 0.408 -0.254 -3.016
C 1.724 -1.239 -1.127
H 0.443 2.681 -0.350
H -0.062 2.249 -2.043
H -1.156 -0.747 -0.146
H -1.629 -1.380 -1.607
H -0.541 -2.346 -0.899
H -0.569 0.018 -3.321
H 0.640 -1.225 -3.372
H 1.202 0.548 -3.305
H 1.555 -1.803 -0.271
H 2.142 -1.686 -1.972
H 2.384 -0.432 -0.782

***

[5]
The following is a quantum chemistry calculation of 2 unconnected molecules or ions with the total composition C2H5N2O, from the Open Molecules 2025 dataset.

Results
- Largest force on an atom: 4.0 eV Å⁻¹
- Highest occupied orbital energy (alpha / beta): -13.768 / -15.595 eV
- LUMO level (alpha / beta): -0.190 / -0.310 Ha
- Energy relative to the best compared isomer or geometry (same formula, charge and spin): 2.531 eV
- Charge: +1
- Multiplicity: 3

Cartesian coordinates (Å):
C -1.771 -0.309 -0.353
C -0.551 0.250 0.024
N 0.891 -1.277 0.245
N -0.058 1.360 0.278
O -2.610 -0.067 0.444
H -1.784 -0.968 -1.187
H 0.669 -1.957 -0.422
H 0.522 -1.417 1.105
H -0.519 2.221 0.058
H 0.957 1.319 0.685

***

[6]
The following is a quantum chemistry calculation of a molecular structure, C23H19N7O3Sn, from the Open Molecules 2025 dataset.

Results
- Largest force on an atom: 0.4 eV Å⁻¹
- Highest occupied orbital energy: -14.450 eV
- LUMO level: -0.302 Ha
- Charge: +2
- Multiplicity: 1

Cartesian coordinates (Å):
Sn 0.360 0.268 -0.569
O -3.664 0.960 1.316
C -2.491 0.807 1.100
N -1.724 1.466 0.123
C -2.151 2.440 -0.627
C -3.497 2.909 -0.781
C -3.763 3.904 -1.656
C -2.728 4.545 -2.442
C -1.436 4.185 -2.334
C -1.060 3.163 -1.391
N 0.131 2.805 -1.050
C 1.319 3.468 -1.424
O 1.381 4.554 -1.935
C 2.549 2.734 -0.973
C 3.787 3.281 -1.267
C 4.929 2.675 -0.763
C 4.790 1.550 0.031
C 3.516 1.050 0.259
N 2.417 1.621 -0.234
C -1.647 -0.089 1.961
C -2.228 -0.642 3.090
C -1.453 -1.423 3.936
C -0.120 -1.622 3.616
C 0.383 -1.048 2.459
N -0.359 -0.297 1.646
H -4.289 2.439 -0.225
H -4.787 4.224 -1.800
H -3.014 5.332 -3.128
H -0.669 4.676 -2.911
H 3.834 4.177 -1.870
H 5.907 3.081 -0.984
H 5.649 1.058 0.465
H 3.368 0.151 0.846
H -3.270 -0.438 3.292
H -1.882 -1.857 4.828
H 0.525 -2.212 4.252
H 1.413 -1.203 2.163
C 2.459 -4.395 -0.099
N 1.037 -4.090 -0.270
C 0.099 -5.066 -0.347
C -1.207 -4.775 -0.537
C -1.555 -3.403 -0.664
N -0.633 -2.445 -0.544
C 0.660 -2.766 -0.338
O 1.547 -1.887 -0.197
N -2.819 -3.036 -0.889
H 2.614 -5.464 -0.211
H 2.799 -4.075 0.884
H 3.037 -3.862 -0.849
H 0.454 -6.082 -0.249
H -1.953 -5.552 -0.599
H -3.531 -3.725 -1.059
H -3.035 -2.069 -1.051

***

[7]
The following is a quantum chemistry calculation of 2 unconnected molecules or ions with the total composition C22H30N4O2, from the Open Molecules 2025 dataset.

Results
- Largest force on an atom: 4.3 eV Å⁻¹
- SMILES: C=Cc1c(N)c(CCCCCOCC)c2nccnc2c1C[C@@H]1CO1.CC#N
- Highest occupied orbital energy: -8.472 eV
- LUMO level: -0.030 Ha
- Energy relative to the best compared isomer or geometry (same formula, charge and spin): 10.663 eV
- Multiplicity: 1

Cartesian coordinates (Å):
C 0.519 3.515 1.962
C 1.486 3.034 1.117
C 1.140 1.744 0.316
C 0.000 1.727 -0.674
N -0.730 2.987 -0.784
C -0.342 0.544 -1.485
C -1.512 0.738 -2.489
C -2.378 -0.503 -2.872
C -2.909 -1.378 -1.682
C -4.139 -0.716 -0.897
C -3.887 -1.053 0.638
O -4.777 -0.372 1.525
C -4.182 0.818 2.067
C -4.437 2.043 1.082
C 0.487 -0.685 -1.289
N 0.179 -1.793 -2.067
C 0.944 -2.872 -1.810
C 2.023 -2.852 -0.798
N 2.418 -1.806 -0.034
C 1.596 -0.722 -0.322
C 1.910 0.529 0.452
C 3.115 0.536 1.445
C 4.340 1.281 0.570
C 4.142 1.219 -1.041
O 5.186 0.390 -0.225
H -0.051 2.778 2.592
H 0.222 4.589 2.022
H 2.487 3.522 0.972
H -0.488 3.482 -1.641
H -1.732 2.846 -0.676
H -2.206 1.507 -2.037
H -1.089 1.243 -3.410
H -3.233 -0.164 -3.527
H -1.759 -1.186 -3.522
H -3.240 -2.361 -2.130
H -2.068 -1.629 -0.989
H -5.081 -1.226 -1.247
H -4.145 0.381 -1.109
H -3.983 -2.178 0.708
H -2.796 -0.847 0.865
H -4.663 0.992 3.073
H -3.081 0.718 2.270
H -4.773 2.911 1.704
H -3.491 2.239 0.513
H -5.220 1.708 0.348
H 0.748 -3.807 -2.377
H 2.580 -3.816 -0.646
H 2.957 1.203 2.327
H 3.501 -0.480 1.691
H 4.797 2.245 1.006
H 3.788 0.270 -1.503
H 4.596 2.020 -1.667
C 4.524 -3.664 1.890
C 4.685 -4.420 3.130
N 4.813 -5.015 4.104
H 4.978 -2.675 1.962
H 4.990 -4.175 1.046
H 3.471 -3.521 1.643

***

[8]
The following is a quantum chemistry calculation of C20H27N3O5 in the gas phase, from the Open Molecules 2025 dataset.

Results
- Largest force on an atom: 1.3 eV Å⁻¹
- SMILES: CCOc1ccc(-c2noc(CCCC(=O)NC[C@@H]3CCCO3)n2)cc1OC
- Highest occupied orbital energy: -8.106 eV
- LUMO level: 0.023 Ha
- Energy relative to the best compared isomer or geometry (same formula, charge and spin): 4.280 eV
- Multiplicity: 1

Cartesian coordinates (Å):
C -4.404 -1.813 -2.009
C -5.027 -0.437 -1.787
O -4.628 0.154 -0.568
C -3.357 0.645 -0.420
C -2.460 0.790 -1.475
C -1.181 1.271 -1.281
C -0.761 1.621 -0.004
C 0.596 2.069 0.217
N 1.073 2.472 1.367
O 2.381 2.751 1.133
C 2.608 2.490 -0.156
C 3.967 2.624 -0.726
C 4.721 1.289 -0.623
C 3.950 0.147 -1.284
C 2.859 -0.380 -0.359
O 2.958 -0.354 0.851
N 1.780 -0.883 -0.995
C 0.724 -1.556 -0.283
C 0.823 -3.089 -0.443
C -0.015 -3.803 0.626
C 0.968 -3.912 1.800
C 2.346 -3.654 1.158
O 2.138 -3.550 -0.242
N 1.542 2.084 -0.774
C -1.653 1.507 1.055
C -2.946 1.034 0.873
O -3.680 0.974 2.019
C -5.078 0.790 1.995
H -3.321 -1.745 -2.078
H -4.791 -2.246 -2.927
H -4.653 -2.469 -1.178
H -4.822 0.228 -2.634
H -6.112 -0.535 -1.688
H -2.760 0.521 -2.475
H -0.499 1.371 -2.111
H 4.509 3.395 -0.178
H 3.871 2.915 -1.773
H 5.698 1.407 -1.093
H 4.866 1.036 0.429
H 4.627 -0.689 -1.476
H 3.516 0.471 -2.230
H 1.783 -0.951 -2.000
H 0.840 -1.282 0.767
H -0.250 -1.208 -0.639
H 0.550 -3.370 -1.466
H -0.301 -4.793 0.270
H -0.913 -3.244 0.877
H 0.757 -3.163 2.561
H 0.924 -4.895 2.266
H 3.051 -4.473 1.313
H 2.790 -2.726 1.537
H -1.342 1.782 2.049
H -5.568 1.501 1.327
H -5.404 0.973 3.019
H -5.352 -0.226 1.704

***

[9]
The following is a quantum chemistry calculation of 2 unconnected molecules or ions with the total composition C5H11N, from the Open Molecules 2025 dataset.

Results
- Largest force on an atom: 3.8 eV Å⁻¹
- SMILES: C=CC.C=NC
- Highest occupied orbital energy: -9.344 eV
- LUMO level: 0.035 Ha
- Energy relative to the best compared isomer or geometry (same formula, charge and spin): 3.309 eV
- Multiplicity: 1

Cartesian coordinates (Å):
C -1.647 2.045 -0.319
C -1.838 1.658 0.968
C -2.623 0.312 1.312
H -1.122 2.998 -0.567
H -1.990 1.414 -1.209
H -1.277 2.218 1.719
H -1.966 -0.527 1.344
H -3.084 0.301 2.347
H -3.459 0.037 0.667
C 3.226 -1.479 -1.788
N 2.859 -0.580 -0.948
C 1.722 -1.117 0.049
H 3.492 -0.950 -2.721
H 3.360 -2.562 -1.647
H 1.025 -1.675 -0.602
H 1.262 -0.240 0.497
H 2.060 -1.854 0.898

***

[10]
The following is a quantum chemistry calculation of a molecular structure, C20H60MnNO13, from the Open Molecules 2025 dataset.

Results
- Largest force on an atom: 2.0 eV Å⁻¹
- Highest occupied orbital energy (alpha / beta): -11.896 / -11.896 eV
- LUMO level (alpha / beta): -0.113 / -0.133 Ha
- Energy relative to the best compared isomer or geometry (same formula, charge and spin): 0.496 eV
- Charge: +1
- Multiplicity: 6

Cartesian coordinates (Å):
Mn -2.533 0.981 -0.903
N 0.529 -0.238 0.085
O -0.457 0.290 -0.477
O 0.985 -1.319 -0.326
O 0.950 0.286 1.135
C 0.460 0.800 5.606
C 1.749 1.055 4.775
O 1.462 1.578 3.492
H 0.075 1.561 6.281
H 0.664 -0.054 6.261
H -0.288 0.453 4.888
H 2.233 0.084 4.687
H 2.357 1.713 5.397
H 1.560 0.870 2.842
C 4.395 0.170 0.068
C 4.556 1.530 -0.631
O 5.352 1.284 -1.800
H 4.122 0.179 1.126
H 5.331 -0.370 -0.053
H 3.579 -0.418 -0.363
H 5.157 2.169 0.023
H 3.605 2.040 -0.805
H 6.091 1.893 -1.751
C 1.194 -2.658 3.194
C 0.461 -3.726 2.380
O -0.556 -3.177 1.560
H 1.863 -3.181 3.882
H 0.488 -2.082 3.791
H 1.805 -2.043 2.535
H 0.071 -4.506 3.035
H 1.179 -4.283 1.766
H -0.199 -2.393 1.130
C -1.731 -2.732 -2.175
C -2.661 -2.234 -1.078
O -3.256 -0.969 -1.455
H -0.735 -2.302 -2.094
H -2.002 -2.485 -3.208
H -1.617 -3.817 -2.151
H -1.993 -2.007 -0.248
H -3.387 -2.974 -0.748
H -3.821 -1.137 -2.221
C -2.997 0.879 -4.740
C -1.983 1.835 -4.117
O -1.558 1.311 -2.857
H -3.114 1.012 -5.812
H -3.955 0.998 -4.233
H -2.619 -0.128 -4.555
H -2.439 2.821 -3.971
H -1.122 2.131 -4.716
H -0.596 1.076 -2.851
C 2.113 -5.621 -2.921
C 1.667 -4.738 -1.766
O 1.742 -3.394 -2.306
H 3.170 -5.418 -3.091
H 1.491 -5.445 -3.792
H 2.082 -6.687 -2.674
H 2.268 -4.761 -0.853
H 0.632 -4.951 -1.464
H 1.455 -2.807 -1.592
C 2.351 -0.112 -4.979
C 2.211 0.627 -3.660
O 0.945 0.257 -3.050
H 3.254 0.281 -5.463
H 1.524 -0.024 -5.678
H 2.618 -1.157 -4.812
H 2.238 1.714 -3.684
H 2.969 0.247 -2.971
H 1.038 -0.556 -2.540
C -2.850 3.460 3.909
C -1.329 3.259 3.919
O -1.110 2.184 2.988
H -3.215 4.442 4.198
H -3.260 2.696 4.572
H -3.222 3.218 2.913
H -1.041 3.002 4.937
H -0.757 4.109 3.549
H -0.194 1.842 3.001
C -4.689 0.194 2.076
C -3.202 -0.107 2.066
O -2.502 0.735 1.117
H -5.102 0.104 1.067
H -4.895 1.205 2.429
H -5.210 -0.508 2.726
H -3.042 -1.159 1.812
H -2.788 -0.014 3.070
H -1.913 1.258 1.730
C 0.553 3.849 -0.856
C -0.536 3.435 0.080
O -1.717 3.063 -0.664
H 0.249 4.395 -1.755
H 0.959 2.948 -1.340
H 1.383 4.380 -0.395
H -0.734 4.242 0.798
H -0.190 2.652 0.749
H -2.070 3.895 -1.000

***

[11]
The following is a quantum chemistry calculation of a molecular structure, C2H2CrFLiO, from the Open Molecules 2025 dataset.

Results
- Largest force on an atom: 2.1 eV Å⁻¹
- Highest occupied orbital energy (alpha / beta): -18.182 / -18.302 eV
- LUMO level (alpha / beta): -0.390 / -0.381 Ha
- Charge: +2
- Multiplicity: 5

Cartesian coordinates (Å):
C -0.393 -1.757 0.627
F -0.596 -1.099 1.700
H -1.115 -2.594 0.600
C 0.730 1.084 -1.498
O -0.087 1.795 -0.893
Cr 0.875 -0.935 -0.950
Li -0.284 3.568 -0.337
H 1.485 1.654 -2.096

***

[12]
The following is a quantum chemistry calculation of a gas-phase ion, C8H9O3 (charge -1), from the Open Molecules 2025 dataset.

Results
- Largest force on an atom: 6.6 eV Å⁻¹
- SMILES: C/C(O)=C(C)\C=C(\[O-])C=C=O
- Highest occupied orbital energy: -2.468 eV
- LUMO level: 0.128 Ha
- Energy relative to the best compared isomer or geometry (same formula, charge and spin): 4.406 eV
- Charge: -1
- Multiplicity: 1

Cartesian coordinates (Å):
C 0.286 -0.661 1.794
C -0.640 -0.083 0.716
O -2.045 -0.262 0.967
C -0.025 0.543 -0.380
C -0.899 1.244 -1.411
C 1.408 0.552 -0.601
C 2.266 -0.529 -0.766
O 3.480 -0.453 -1.098
C 1.656 -1.956 -0.611
C 0.531 -2.244 -1.154
O -0.509 -2.365 -1.743
H 0.448 -1.640 1.663
H -0.206 -0.494 2.875
H 1.116 0.023 1.872
H -2.504 -0.257 0.036
H -1.616 0.439 -1.862
H -0.387 1.549 -2.347
H -1.386 2.142 -1.023
H 1.829 1.482 -0.828
H 2.439 -2.706 -0.481

***

In order of appearance, molar mass = 683.3, 78.1, 165.2, 170.2, 73.1, 560.2, 382.5, 389.5, 85.1, 577.6, 120.0, 153.2 g/mol.